{
  "formula": "C6H9NO2",
  "method": "ωB97M-V with the def2-TZVPD basis set",
  "elements": ["H", "N", "C", "C", "C", "C", "C", "C", "O", "O", "H", "H", "H", "H", "H", "H", "H", "H"],
  "xyz": [[-0.169420, -0.164610, 3.097936], [-0.841050, 0.053987, 2.355462], [-0.256735, 0.509919, 1.319355], [-1.009291, 0.962650, 0.070820], [-0.778561, 0.011347, -1.026217], [-1.607792, -0.614449, -1.838758], [0.975634, -0.478091, -1.121804], [1.272106, 0.524408, 1.068232], [1.811824, 1.608260, 0.862872], [1.886367, -0.461707, 1.820571], [-2.071537, 1.031779, 0.324574], [-0.639796, 1.958526, -0.197082], [-1.245002, -1.244406, -2.646811], [-2.683127, -0.454438, -1.781667], [0.827931, -1.481447, -1.534457], [1.229023, 0.257866, -1.885483], [1.949952, -0.744712, -0.709687], [1.349472, -1.274884, 1.822144]],
  "forces_ev_per_angstrom": [[-0.05, -0.23, -0.24], [0.65, 1.00, -0.51], [-0.53, -1.00, -1.52], [-0.72, 0.28, 1.17], [3.45, -1.49, 1.34], [0.16, 0.25, -0.23], [-2.69, -0.32, -2.91], [0.05, 2.62, 3.86], [-0.57, -2.62, -0.49], [0.38, 0.11, -1.19], [0.08, 0.09, -0.12], [0.01, -0.07, -0.01], [-0.03, -0.14, 0.34], [0.23, 0.22, -0.05], [-0.35, 0.27, -0.86], [0.28, -0.39, -0.39], [-0.47, 0.96, 1.88], [0.11, 0.46, -0.08]],
  "nbo_charge": [0.35, -0.59, 0.24, -0.55, 0.15, -0.44, -0.79, 0.72, -0.55, -0.69, 0.24, 0.26, 0.22, 0.22, 0.22, 0.23, 0.28, 0.49],
  "e_homo_ha": -0.3583,
  "relative_energy_kj_mol": 371.2,
  "spin_multiplicity": 1,
  "smiles": "[H]/N=C(/CC(=C)C)C(=O)O",
  "e_tot_ev": -11949.47116,
  "lumo_energy_ha": 0.0099
}